A | {
  "formula": "C10H16N2",
  "method": "ωB97M-V/def2-TZVPD",
  "e_lumo_ev": 0.95,
  "smiles": "CCN(CC)c1ccc(N)cc1",
  "multiplicity": 1,
  "homo_lumo_gap_ev": 8.55,
  "symbols": ["C", "C", "C", "C", "C", "C", "C", "C", "C", "C", "H", "H", "H", "H", "H", "H", "H", "H", "H", "H", "H", "H", "H", "H", "H", "H", "N", "N"],
  "positions_angstrom": [[3.036, -1.327, 0.670], [1.742, -1.503, -0.184], [1.608, 1.077, -0.806], [1.311, 2.359, -0.033], [-0.089, -0.273, -0.011], [-0.944, -0.581, -1.085], [-2.290, -0.874, -1.102], [-3.025, -0.222, -0.038], [-2.188, -0.152, 1.167], [-0.799, -0.013, 1.203], [3.784, -0.812, 0.023], [2.828, -0.954, 1.652], [3.606, -2.218, 0.977], [1.060, -2.255, 0.129], [1.994, -1.651, -1.234], [2.685, 1.416, -0.895], [1.175, 0.952, -1.795], [0.189, 2.508, 0.204], [1.803, 3.200, -0.607], [1.909, 2.349, 1.072], [-0.584, -0.918, -2.118], [-2.843, -1.294, -1.862], [-4.762, 0.200, 1.205], [-4.879, 0.667, -0.717], [-2.878, 0.149, 1.932], [-0.224, 0.148, 2.167], [1.221, -0.086, -0.024], [-4.444, 0.107, 0.110]],
  "mulliken_charge": [-1.157, -0.525, -0.360, -1.065, -0.319, -0.029, -1.104, 0.540, -0.469, -0.343, 0.270, 0.301, 0.407, 0.469, 0.293, 0.292, 0.319, 0.242, 0.407, 0.182, 0.179, 0.461, 0.250, 0.252, 0.094, 0.289, 0.674, -0.549]
}

B | {
  "formula": "C10H16N2",
  "method": "ωB97M-V/def2-TZVPD",
  "e_lumo_ev": 0.82,
  "smiles": "c1cn(CC2CCCCC2)cn1",
  "multiplicity": 1,
  "homo_lumo_gap_ev": 9.44,
  "symbols": ["C", "C", "C", "C", "C", "C", "C", "C", "C", "C", "H", "H", "H", "H", "H", "H", "H", "H", "H", "H", "H", "H", "H", "H", "H", "H", "N", "N"],
  "positions_angstrom": [[-0.881, 1.563, 0.677], [0.610, 1.112, 0.588], [0.925, -0.169, 1.398], [0.975, -1.481, 0.607], [2.124, -1.350, -0.418], [2.346, 0.026, -0.973], [1.167, 0.997, -0.851], [-2.380, 0.320, -1.112], [-3.277, -0.685, -1.063], [-2.550, -0.300, 0.895], [-1.071, 2.460, -0.019], [-1.281, 1.804, 1.683], [1.135, 1.919, 1.162], [0.259, -0.422, 2.297], [1.854, -0.167, 1.924], [1.236, -2.243, 1.340], [-0.036, -1.656, 0.196], [2.975, -1.825, -0.030], [2.006, -1.879, -1.402], [3.290, 0.524, -0.509], [2.581, -0.047, -2.038], [0.331, 0.783, -1.495], [1.485, 1.991, -1.245], [-1.944, 0.739, -2.105], [-3.952, -1.110, -1.821], [-2.610, -0.452, 1.958], [-1.850, 0.567, 0.111], [-3.469, -1.017, 0.244]],
  "mulliken_charge": [-1.191, 0.582, -1.069, -0.492, -0.733, -0.737, -0.613, -0.070, -0.582, -0.106, 0.366, 0.417, 0.267, 0.363, 0.474, 0.413, 0.193, 0.305, 0.307, 0.231, 0.448, 0.122, 0.371, 0.264, 0.384, 0.389, 0.338, -0.640]
}

Of them, A has the lowest stability.

A | {
  "formula": "C32H47Cl3LaN3O3SSi",
  "method": "ωB97M-V/def2-TZVPD",
  "e_lumo_ev": 0.22,
  "multiplicity": 1,
  "homo_lumo_gap_ev": 8.23,
  "symbols": ["C", "C", "H", "H", "H", "C", "C", "H", "H", "H", "H", "La", "Cl", "Cl", "C", "O", "N", "C", "C", "H", "H", "H", "H", "H", "H", "H", "H", "H", "C", "C", "N", "H", "C", "O", "H", "H", "H", "H", "O", "C", "C", "C", "H", "C", "H", "C", "H", "C", "C", "H", "H", "H", "Si", "Cl", "C", "C", "C", "H", "H", "H", "H", "H", "H", "H", "H", "H", "N", "S", "C", "C", "C", "C", "C", "C", "C", "C", "C", "C", "C", "C", "H", "H", "H", "H", "H", "H", "H", "H", "H", "H", "H"],
  "positions_angstrom": [[1.854, -1.878, -5.744], [1.339, -0.731, -4.930], [1.951, -1.590, -6.797], [1.159, -2.724, -5.658], [2.847, -2.216, -5.414], [0.654, 0.295, -5.468], [0.371, 0.409, -6.928], [0.335, 1.148, -4.873], [-0.306, -0.394, -7.244], [1.276, 0.354, -7.558], [-0.109, 1.366, -7.126], [-1.439, -0.256, 1.133], [1.257, -0.061, 0.779], [-3.552, -1.625, 2.312], [-0.132, 2.730, 1.857], [-1.257, 2.152, 1.809], [0.033, 3.989, 1.473], [-1.138, 4.758, 1.063], [1.367, 4.585, 1.369], [0.771, 2.184, 2.188], [-1.625, 4.319, 0.181], [-0.793, 5.762, 0.813], [-1.875, 4.802, 1.877], [2.081, 3.806, 1.069], [1.684, 4.971, 2.352], [1.334, 5.390, 0.624], [-2.686, -0.860, -3.575], [-2.421, 1.824, -4.495], [-3.684, -0.495, -3.302], [-3.470, 1.772, -4.168], [-3.652, 0.918, -3.007], [-4.055, -1.026, -2.436], [-3.668, 1.516, -1.789], [-3.951, 1.052, -0.685], [-3.796, 2.778, -3.911], [-3.368, 2.574, -1.873], [-4.350, -0.688, -4.141], [-4.068, 1.401, -5.010], [1.234, -2.032, -2.849], [1.701, -0.807, -3.436], [0.031, 0.965, -2.466], [1.324, 0.440, -2.629], [-0.843, 0.310, -2.561], [-0.107, 2.336, -2.219], [2.807, -0.810, -3.473], [2.409, 1.142, -2.108], [-1.071, 2.831, -2.290], [1.013, 3.093, -1.880], [2.274, 2.491, -1.796], [3.376, 0.626, -2.001], [0.917, 4.164, -1.676], [3.166, 3.056, -1.504], [1.668, -3.541, -2.471], [-2.511, -1.421, -0.719], [-0.066, -4.238, -2.034], [2.697, -3.302, -0.952], [2.294, -4.636, -3.813], [-0.540, -3.571, -1.303], [-0.178, -5.265, -1.681], [-0.666, -4.155, -2.949], [1.527, -4.919, -4.553], [2.594, -5.558, -3.291], [3.182, -4.282, -4.366], [2.787, -2.229, -0.730], [3.695, -3.745, -0.965], [2.086, -3.748, -0.158], [-0.730, -1.189, 3.307], [0.362, -0.715, 4.346], [-0.232, 0.701, 5.229], [-1.514, 1.220, 5.019], [-1.792, 2.517, 5.459], [-0.852, 3.217, 6.222], [0.390, 2.646, 6.522], [0.721, 1.404, 5.983], [0.446, -1.994, 5.585], [-0.292, -1.979, 6.776], [-0.154, -3.049, 7.676], [0.692, -4.118, 7.353], [1.440, -4.114, 6.169], [1.293, -3.065, 5.264], [-1.348, -1.865, 3.788], [-2.245, 0.630, 4.468], [-2.747, 2.978, 5.197], [-1.080, 4.217, 6.577], [1.111, 3.164, 7.154], [1.711, 0.974, 6.106], [-0.947, -1.135, 6.996], [-0.700, -3.029, 8.621], [0.768, -4.968, 8.037], [2.148, -4.915, 5.937], [1.833, -3.038, 4.316]],
  "mulliken_charge": [-1.385, 0.267, 0.467, 0.140, 0.239, 0.361, -1.719, 0.320, 0.332, 0.392, 0.399, 1.460, -0.793, -0.721, 0.058, -0.825, 0.349, -0.829, -1.040, 0.544, 0.215, 0.368, 0.287, 0.328, 0.331, 0.374, 0.317, 0.180, -1.090, -0.912, 0.312, 0.371, 0.065, -0.657, 0.390, 0.247, 0.322, 0.357, -0.019, -0.302, 0.465, 0.701, 0.195, -0.633, 0.294, -0.263, 0.343, -0.630, -1.036, 0.302, 0.477, 0.412, 0.339, -0.492, -0.859, -0.936, -1.243, 0.079, 0.395, 0.238, 0.318, 0.405, 0.351, 0.168, 0.374, 0.232, -0.078, 0.339, 0.417, -0.313, -0.681, -0.459, -0.607, -0.409, 0.264, -0.262, -0.645, -0.360, -0.596, -0.455, 0.241, 0.559, 0.442, 0.402, 0.370, 0.421, 0.388, 0.373, 0.362, 0.362, 0.430]
}

B | {
  "formula": "C32H47Cl3LaN3O3SSi",
  "method": "ωB97M-V/def2-TZVPD",
  "e_lumo_ev": 0.10,
  "multiplicity": 1,
  "homo_lumo_gap_ev": 6.98,
  "symbols": ["C", "C", "H", "H", "H", "C", "C", "H", "H", "H", "H", "La", "Cl", "Cl", "C", "O", "N", "C", "C", "H", "H", "H", "H", "H", "H", "H", "H", "H", "C", "C", "N", "H", "C", "O", "H", "H", "H", "H", "O", "C", "C", "C", "H", "C", "H", "C", "H", "C", "C", "H", "H", "H", "Si", "Cl", "C", "C", "C", "H", "H", "H", "H", "H", "H", "H", "H", "H", "N", "S", "C", "C", "C", "C", "C", "C", "C", "C", "C", "C", "C", "C", "H", "H", "H", "H", "H", "H", "H", "H", "H", "H", "H"],
  "positions_angstrom": [[-0.623, 3.735, 1.905], [-1.671, 3.580, 0.897], [-0.197, 4.748, 1.953], [0.209, 3.015, 1.725], [-1.017, 3.489, 2.912], [-2.292, 4.584, 0.220], [-2.044, 6.032, 0.379], [-3.072, 4.321, -0.492], [-1.224, 6.277, 1.073], [-2.949, 6.552, 0.746], [-1.806, 6.503, -0.593], [0.165, -0.197, 0.030], [-1.220, -0.919, 2.017], [1.897, 0.933, 1.384], [-2.626, -1.206, -0.974], [-1.425, -1.007, -1.414], [-3.441, -1.698, -1.768], [-3.134, -1.992, -3.174], [-4.821, -1.925, -1.357], [-2.907, -0.975, 0.061], [-2.064, -1.839, -3.330], [-3.710, -1.328, -3.841], [-3.401, -3.036, -3.409], [-4.924, -1.618, -0.303], [-5.087, -2.988, -1.452], [-5.516, -1.323, -1.961], [0.870, 3.882, -0.643], [-0.851, 4.234, -2.461], [1.488, 3.291, -1.352], [-0.155, 3.706, -3.140], [0.642, 2.746, -2.385], [1.963, 2.472, -0.796], [0.394, 1.471, -2.565], [1.050, 0.579, -1.920], [-0.739, 3.184, -3.913], [-0.312, 1.185, -3.294], [2.245, 3.948, -1.800], [0.500, 4.445, -3.622], [-1.118, 1.834, -0.185], [-1.996, 2.149, 0.569], [-3.429, 1.848, -1.485], [-3.353, 1.910, -0.111], [-2.507, 1.910, -2.076], [-4.670, 1.696, -2.112], [-2.050, 1.599, 1.552], [-4.506, 1.795, 0.658], [-4.719, 1.661, -3.202], [-5.823, 1.594, -1.347], [-5.737, 1.636, 0.038], [-4.430, 1.836, 1.748], [-6.796, 1.475, -1.837], [-6.639, 1.547, 0.648], [6.253, 1.848, 3.737], [5.782, 3.833, 4.099], [6.843, 1.721, 1.971], [4.713, 0.842, 4.014], [7.605, 1.361, 4.934], [6.060, 2.051, 1.266], [7.110, 0.683, 1.712], [7.734, 2.350, 1.799], [8.505, 1.986, 4.798], [7.903, 0.308, 4.794], [7.273, 1.480, 5.980], [3.899, 1.156, 3.332], [4.341, 0.953, 5.049], [4.896, -0.233, 3.839], [1.251, -2.161, 0.044], [0.752, -3.405, 0.834], [0.054, -4.382, -0.530], [0.056, -3.925, -1.829], [-0.475, -4.718, -2.851], [-1.003, -5.962, -2.560], [-1.007, -6.417, -1.253], [-0.484, -5.631, -0.233], [2.361, -4.191, 1.141], [2.855, -5.193, 0.345], [4.120, -5.719, 0.600], [4.884, -5.228, 1.640], [4.386, -4.200, 2.432], [3.124, -3.671, 2.188], [2.138, -2.257, -0.476], [0.463, -2.936, -2.112], [-0.472, -4.348, -3.899], [-1.423, -6.589, -3.366], [-1.431, -7.410, -1.013], [-0.494, -6.000, 0.802], [2.275, -5.612, -0.502], [4.512, -6.539, -0.035], [5.884, -5.645, 1.843], [4.994, -3.802, 3.266], [2.743, -2.859, 2.816]],
  "mulliken_charge": [-1.332, 0.449, 0.375, 0.019, 0.287, -0.031, -1.545, 0.368, 0.344, 0.313, 0.273, 1.429, -0.590, -0.597, -0.012, -0.819, 0.650, -0.855, -1.077, 0.432, 0.169, 0.285, 0.362, 0.310, 0.348, 0.372, 0.104, 0.161, -0.649, -0.763, 0.332, 0.169, -0.014, -0.632, 0.295, 0.452, 0.353, 0.325, -0.521, 0.232, 0.515, -0.408, 0.025, -0.638, 0.444, -0.125, 0.413, -0.583, -0.720, 0.445, 0.386, 0.361, 0.494, -0.346, -0.879, -0.427, -0.928, 0.254, 0.314, 0.270, 0.262, 0.323, 0.254, -0.014, 0.289, 0.128, -0.585, 0.281, 0.023, 0.347, -0.513, -0.515, -0.571, -0.326, 0.314, -0.101, -0.668, -0.443, -0.520, -0.399, 0.304, 0.254, 0.399, 0.365, 0.362, 0.400, 0.215, 0.347, 0.359, 0.365, 0.425]
}

Of them, B has the lowest stability.